No. 1
12
Properties=species:S:1:pos:R:3:forces:R:3:mulliken_charge:R:1 method="wB97M-V/def2-TZVPD" max_force_ha_per_bohr=0.0098 e_above_lowest_ev=1.191 total_energy_ha=-265.491802 homo_ev=-10.2426 e_lumo_ev=0.471 molar_mass_g_mol=82.106 gap_ev=10.714 smiles="C[C@H]1C=NC=N1"
N -0.261 0.631 1.064 0.3 0.3 0.0 -0.49
N 1.623 1.168 -0.152 -0.2 -0.3 -0.1 -0.49
C 1.354 -0.054 -0.442 -0.1 0.1 0.0 -0.16
C -1.276 -0.778 -0.465 0.0 -0.1 -0.1 -1.13
C 0.543 1.548 0.692 -0.2 0.1 0.3 -0.11
C 0.081 -0.524 0.237 0.0 0.0 0.1 0.33
H -1.675 0.146 -0.897 0.3 -0.2 -0.1 0.31
H 0.413 2.587 0.974 0.2 -0.1 0.1 0.39
H -1.279 -1.573 -1.210 0.2 0.0 0.0 0.34
H 2.105 -0.668 -0.941 -0.5 0.1 -0.2 0.39
H -1.962 -1.047 0.346 0.1 0.0 -0.3 0.30
H 0.334 -1.435 0.795 -0.1 0.2 0.3 0.31

No. 2
12
Properties=species:S:1:pos:R:3:forces:R:3:mulliken_charge:R:1 method="wB97M-V/def2-TZVPD" max_force_ha_per_bohr=0.0080 e_above_lowest_ev=0.934 total_energy_ha=-265.501247 homo_ev=-8.4674 e_lumo_ev=1.010 molar_mass_g_mol=82.106 gap_ev=9.477 smiles="NC1=CCN=C1"
N 1.541 0.881 -0.140 -0.4 0.1 -0.2 -0.57
N -2.011 0.224 -0.284 0.0 0.0 0.2 -0.56
C 0.129 -1.016 0.053 -0.1 0.1 0.0 -0.58
C 0.309 1.205 -0.276 0.2 0.1 -0.1 -0.45
C 1.548 -0.546 0.154 0.1 0.0 0.1 -0.37
C -0.631 0.076 -0.159 0.3 -0.2 0.1 0.79
H -2.537 -0.496 0.195 0.0 0.1 -0.1 0.25
H 2.294 -1.089 -0.441 -0.2 0.2 0.0 0.31
H 1.900 -0.574 1.194 0.0 -0.3 0.0 0.24
H 0.008 2.237 -0.456 0.0 -0.1 0.0 0.34
H -2.343 1.137 -0.003 0.0 -0.1 -0.1 0.24
H -0.206 -2.041 0.163 0.1 0.2 0.1 0.37

No. 3
12
Properties=species:S:1:pos:R:3:forces:R:3:mulliken_charge:R:1 method="wB97M-V/def2-TZVPD" max_force_ha_per_bohr=0.1147 e_above_lowest_ev=3.899 total_energy_ha=-265.392295 homo_ev="-9.7666 / -9.7652" e_lumo_ev="-0.569 / -0.568" molar_mass_g_mol=82.106 gap_ev="9.198 / 9.197"
N 1.254 -1.264 3.027 0.0 -0.2 -0.4 -0.36
N 0.496 -1.217 -0.915 1.4 2.5 1.3 -0.53
C -0.452 -0.387 -0.140 3.1 4.3 -2.6 0.07
C -1.039 0.991 -0.794 2.1 -1.7 -0.1 -1.00
C 0.744 -0.136 0.764 0.2 -0.8 -3.6 -0.26
C 1.059 -0.888 1.955 -0.2 1.0 -0.5 0.14
H -0.090 1.549 -1.181 -1.9 -0.7 0.7 0.25
H 1.073 -0.698 -1.707 -1.6 -0.6 2.3 0.27
H -1.122 -0.985 0.276 -3.2 -2.5 1.7 0.52
H -1.586 1.570 -0.026 0.3 -0.3 -0.6 0.29
H 1.332 0.768 0.408 -0.5 -1.5 1.1 0.31
H -1.668 0.699 -1.667 0.3 0.5 0.7 0.31

No. 4
12
Properties=species:S:1:pos:R:3:forces:R:3:mulliken_charge:R:1 method="wB97M-V/def2-TZVPD" max_force_ha_per_bohr=0.0954 e_above_lowest_ev=4.710 total_energy_ha=-265.362474 homo_ev=-9.1148 e_lumo_ev=-0.272 molar_mass_g_mol=82.106 gap_ev=8.843
N 0.072 1.059 -0.063 -0.7 -4.9 0.0 -0.56
N -0.443 -0.142 -0.063 1.1 1.6 0.1 0.61
C 0.512 -1.586 -0.037 0.2 3.5 0.0 -0.63
C -1.858 -0.308 -0.031 -1.1 0.1 0.0 -0.72
C 1.480 0.724 -0.024 0.7 -0.5 0.0 -0.36
C 1.633 -0.797 -0.022 -0.4 0.2 0.0 -0.16
H -2.092 -1.301 -0.410 0.1 0.1 0.0 0.29
H 1.913 1.152 0.892 -0.1 0.1 -0.1 0.28
H 1.993 1.208 -0.864 -0.1 0.0 0.1 0.28
H -2.373 0.464 -0.606 0.1 0.0 0.0 0.30
H -2.207 -0.249 1.004 0.1 0.0 0.0 0.31
H 2.646 -1.175 0.003 0.0 -0.2 0.0 0.36

No. 5
12
Properties=species:S:1:pos:R:3:forces:R:3:mulliken_charge:R:1 method="wB97M-V/def2-TZVPD" max_force_ha_per_bohr=0.0944 e_above_lowest_ev=5.160 total_energy_ha=-265.345951 homo_ev=-8.5163 e_lumo_ev=1.014 molar_mass_g_mol=82.106 gap_ev=9.530
N 0.252 -0.926 0.498 -2.3 0.9 1.9 -0.19
N -1.050 -1.043 -0.275 -1.5 -0.6 1.0 -0.49
C -1.208 0.487 -0.179 -1.1 -0.8 -1.0 -0.23
C 1.382 -0.814 -0.245 1.1 4.5 -1.3 -0.16
C 0.155 0.599 0.530 -0.1 -0.9 -1.6 -0.11
C 1.459 0.634 -0.282 -0.5 -2.6 2.0 -0.63
H 2.202 1.468 -0.158 -0.5 -1.3 -0.8 0.28
H 0.018 1.159 1.413 0.5 0.2 1.4 0.39
H 1.868 -1.628 -0.689 0.8 -0.9 -0.7 0.43
H -1.174 0.831 -1.238 -0.4 0.2 0.9 0.20
H -1.806 -1.710 0.210 2.4 2.3 -0.8 0.27
H -2.098 0.943 0.414 1.5 -1.1 -1.1 0.25

No. 6
12
Properties=species:S:1:pos:R:3:forces:R:3:mulliken_charge:R:1 method="wB97M-V/def2-TZVPD" max_force_ha_per_bohr=0.0076 e_above_lowest_ev=0.883 total_energy_ha=-265.503119 homo_ev=-10.3469 e_lumo_ev=0.507 molar_mass_g_mol=82.106 gap_ev=10.854 smiles="C[C@H]1C=NC=N1"
N 1.243 0.150 -0.462 -0.1 -0.3 -0.3 -0.49
N -0.151 -1.540 -1.205 -0.1 0.2 0.3 -0.52
C -0.583 -1.206 -0.043 0.0 0.0 -0.1 -0.13
C -0.507 1.264 0.749 -0.1 0.1 0.0 -1.17
C 0.944 -0.649 -1.411 0.3 0.2 0.0 -0.11
C 0.217 -0.074 0.548 0.0 0.0 0.0 0.38
H 1.473 -0.667 -2.360 0.0 -0.1 0.1 0.40
H -1.394 -1.750 0.438 0.0 0.2 -0.1 0.39
H 0.217 1.977 1.153 -0.2 -0.1 0.0 0.30
H -0.845 1.647 -0.219 0.0 -0.1 0.2 0.31
H -1.361 1.198 1.428 0.1 -0.1 -0.1 0.34
H 0.666 -0.394 1.498 0.0 0.0 -0.1 0.30

No. 7
12
Properties=species:S:1:pos:R:3:forces:R:3:mulliken_charge:R:1 method="wB97M-V/def2-TZVPD" max_force_ha_per_bohr=0.0533 e_above_lowest_ev=2.663 total_energy_ha=-265.437713 homo_ev=-10.0160 e_lumo_ev=0.866 molar_mass_g_mol=82.106 gap_ev=10.882
N -0.620 -3.114 0.486 0.3 1.3 -0.1 -0.42
N -1.098 0.336 -0.038 -0.5 -0.1 -0.1 -0.44
C -0.349 -1.990 0.423 0.1 -0.8 0.4 0.02
C -0.031 -0.556 0.372 0.5 0.2 0.8 0.19
C -0.043 1.307 -0.241 0.7 0.6 0.9 -0.38
C 0.827 0.126 -0.719 0.3 0.0 0.0 -0.42
H -0.289 2.210 -0.812 0.4 -0.3 0.2 0.35
H -1.906 0.517 0.548 0.3 0.1 0.3 0.23
H 1.895 0.198 -0.518 0.0 -0.1 -0.1 0.28
H 0.486 -0.009 1.304 -1.0 -2.5 -0.7 0.17
H 0.614 -0.231 -1.731 -0.1 0.1 0.3 0.29
H 0.478 1.445 0.831 -1.0 1.3 -1.9 0.14

No. 8
12
Properties=species:S:1:pos:R:3:forces:R:3:mulliken_charge:R:1 method="wB97M-V/def2-TZVPD" max_force_ha_per_bohr=0.0311 e_above_lowest_ev=2.255 total_energy_ha=-265.452701 homo_ev=-8.4150 e_lumo_ev=1.095 molar_mass_g_mol=82.106 gap_ev=9.510 smiles="C1=NN[C@@H]2C[C@H]12"
N -1.007 -1.153 -0.146 -0.9 0.8 -0.2 -0.19
N -1.772 -0.024 0.184 -0.1 0.1 0.4 -0.52
C -1.088 1.036 -0.013 0.6 -0.4 -0.2 -0.16
C 0.324 0.739 -0.459 0.1 1.6 -0.4 -0.15
C 1.152 -0.015 0.573 0.0 0.4 -0.1 -0.67
C 0.322 -0.743 -0.434 1.0 -1.1 -0.3 -0.16
H 0.853 0.019 1.608 0.0 0.0 0.1 0.26
H 0.813 1.421 -1.200 -0.5 -1.0 0.7 0.33
H 2.213 -0.050 0.351 -0.1 0.0 0.3 0.26
H -1.509 2.030 0.141 0.0 -0.4 -0.1 0.41
H -1.181 -1.890 0.517 0.1 -0.1 0.0 0.28
H 0.880 -1.370 -1.122 -0.3 0.1 -0.2 0.33

No. 9
12
Properties=species:S:1:pos:R:3:forces:R:3:mulliken_charge:R:1 method="wB97M-V/def2-TZVPD" max_force_ha_per_bohr=0.0402 e_above_lowest_ev=3.496 total_energy_ha=-265.407093 homo_ev=-7.8719 e_lumo_ev=0.695 molar_mass_g_mol=82.106 gap_ev=8.567
N -0.202 -0.020 -0.035 0.2 0.1 0.1 0.14
N 1.776 0.687 0.479 0.2 -0.7 -0.5 -0.24
C 0.698 -1.056 -0.255 -0.1 -0.4 0.1 -0.23
C 0.474 1.057 0.348 0.1 -0.3 -0.2 -0.06
C 1.970 -0.686 0.086 -0.6 -0.7 -0.1 -0.86
C -1.644 -0.173 -0.096 -0.1 0.0 0.0 -0.82
H -0.011 1.991 0.619 0.3 -0.2 -0.1 0.34
H -1.902 -0.713 -1.011 0.0 0.1 0.1 0.30
H 0.357 -1.984 -0.684 -0.2 0.0 0.1 0.38
H 2.605 0.840 -0.113 0.0 2.0 0.6 0.43
H -2.128 0.804 -0.106 0.1 -0.1 0.0 0.29
H -1.993 -0.748 0.767 0.0 0.1 -0.1 0.32

No. 10
12
Properties=species:S:1:pos:R:3:forces:R:3:mulliken_charge:R:1 method="wB97M-V/def2-TZVPD" max_force_ha_per_bohr=0.0428 e_above_lowest_ev=6.939 total_energy_ha=-265.280564 homo_ev=-8.2268 e_lumo_ev=1.156 molar_mass_g_mol=82.106 gap_ev=9.383
N 1.025 1.064 -0.374 -2.1 -0.5 -0.5 -0.61
N 1.671 -0.191 -0.485 0.3 -0.7 0.2 0.20
C 1.030 -1.301 -0.371 0.4 0.0 0.0 -0.44
C -1.854 -0.119 -0.024 0.3 0.0 -0.2 -1.06
C -0.542 0.427 0.347 0.8 1.2 -0.5 0.46
C 0.314 1.233 0.855 -0.1 -0.1 0.8 -0.26
H 0.548 1.864 1.703 0.0 -0.1 0.0 0.38
H 1.745 -2.136 -0.462 0.0 0.1 -0.1 0.18
H -2.645 0.325 0.576 0.0 0.1 0.1 0.31
H 2.637 -0.070 -0.773 0.0 0.0 0.1 0.24
H -2.064 0.105 -1.068 0.0 0.1 -0.1 0.28
H -1.866 -1.201 0.076 0.1 0.0 0.1 0.33

No. 11
12
Properties=species:S:1:pos:R:3:forces:R:3:mulliken_spin:R:1 method="wB97M-V/def2-TZVPD" max_force_ha_per_bohr=0.0732 multiplicity=3 e_above_lowest_ev=1.171 s2=2.02 total_energy_ha=-265.327329 homo_ev="-8.0759 / -10.5640" e_lumo_ev="0.864 / -1.032" molar_mass_g_mol=82.106 gap_ev="8.940 / 9.532"
N -0.019 -2.208 -0.544 0.1 -2.0 -0.5 0.85
N 1.113 -0.535 -1.549 0.9 3.6 -0.8 0.96
C -0.368 -0.107 0.840 0.9 -2.5 -0.8 0.10
C 0.944 0.689 -1.289 -0.1 0.0 1.3 -0.10
C -0.668 -1.534 0.233 -1.1 0.7 1.6 -0.04
C 0.127 1.058 0.031 0.3 -0.9 -1.4 0.12
H -1.197 0.008 1.462 -1.5 1.3 0.7 0.00
H 0.627 1.729 0.719 0.6 0.2 -0.3 -0.01
H -1.575 -2.117 0.650 0.8 1.1 -0.3 0.08
H 0.429 -0.157 1.518 1.2 -1.4 1.4 -0.01
H 1.333 1.638 -1.830 -0.4 -1.8 0.4 0.06
H -0.747 1.535 -0.241 -1.6 1.7 -1.3 -0.01

No. 12
12
Properties=species:S:1:pos:R:3:forces:R:3:mulliken_charge:R:1 method="wB97M-V/def2-TZVPD" charge=+2 max_force_ha_per_bohr=0.1491 e_above_lowest_ev=5.671 total_energy_ha=-264.555695 homo_ev=-22.1757 e_lumo_ev=-12.135 molar_mass_g_mol=82.106 gap_ev=10.041
N -0.815 0.642 -0.432 -1.9 1.9 0.7 -0.10
N 0.450 0.992 1.443 4.3 -4.5 1.0 -0.08
C -0.417 -0.765 -0.511 0.8 -0.4 -3.2 -0.43
C 1.071 -1.023 0.111 2.4 1.4 -3.3 -0.29
C 0.991 -0.029 1.046 -1.7 1.8 2.4 0.44
C -0.494 1.376 0.608 -4.2 6.1 -1.7 -0.05
H 1.159 -2.086 0.023 0.4 -0.9 1.3 0.44
H -1.015 2.903 1.073 1.1 -4.2 -1.8 0.56
H 2.032 -0.627 -0.594 -2.3 -0.8 1.3 0.39
H -0.179 -1.030 -1.654 -1.0 0.4 2.4 0.39
H -1.598 1.071 -1.052 1.6 -1.2 1.0 0.35
H -1.187 -1.425 -0.062 0.5 0.3 -0.1 0.39

No. 13
13
Properties=species:S:1:pos:R:3:forces:R:3:mulliken_charge:R:1 method="wB97M-V/def2-TZVPD" max_force_ha_per_bohr=0.0175 e_above_lowest_ev=4.288 total_energy_ha=-340.637336 homo_ev="-7.1046 / -7.1056" e_lumo_ev="0.598 / 0.598" molar_mass_g_mol=98.105 gap_ev="7.703 / 7.704"
O -2.346 1.195 0.619 0.4 0.2 0.0 -0.40
N 0.993 -1.394 -1.434 0.0 -0.1 -0.1 -0.63
N 0.451 0.558 1.578 -0.4 -0.3 -0.2 -0.39
C -1.006 1.231 0.341 0.6 -0.1 0.3 -0.24
C 0.468 -0.500 -0.476 -0.2 0.1 0.0 0.18
C 1.109 -0.220 0.742 -0.3 0.1 0.0 -0.31
C -0.641 0.298 -0.624 0.2 0.1 -0.3 -0.03
H -1.253 0.466 -1.509 0.1 -0.8 -0.1 0.36
H 0.245 -1.844 -1.947 0.1 0.0 -0.1 0.27
H 1.537 -2.121 -0.982 0.0 0.1 -0.1 0.26
H -2.758 2.067 0.521 0.6 0.0 0.7 0.38
H 1.083 0.904 2.313 -0.8 0.3 -0.3 0.22
H 2.126 -0.593 0.923 -0.3 0.4 0.1 0.34

No. 14
13
Properties=species:S:1:pos:R:3:forces:R:3:mulliken_charge:R:1 method="wB97M-V/def2-TZVPD" max_force_ha_per_bohr=0.0305 e_above_lowest_ev=7.540 total_energy_ha=-340.517812 homo_ev="-8.2913 / -8.4793" e_lumo_ev="-1.335 / -0.954" molar_mass_g_mol=98.105 gap_ev="6.956 / 7.525"
O 0.961 -0.600 -1.665 0.7 -0.4 -0.2 -0.07
N -0.388 -0.915 -1.486 -0.1 0.5 0.3 -0.50
N 1.253 -0.600 1.013 0.2 -0.3 0.6 -0.61
C 0.209 1.154 -0.572 0.4 -0.1 -0.4 -0.44
C -0.848 0.161 -0.832 1.1 0.3 0.2 0.52
C 1.331 0.446 -0.929 -1.2 0.7 -0.7 0.12
C -1.788 0.081 0.151 -1.5 -0.3 0.3 -0.84
H 0.146 1.968 0.135 0.0 -0.1 -0.2 0.37
H -2.208 0.958 0.631 0.1 -0.1 -0.1 0.32
H -2.113 -0.899 0.490 -0.2 0.2 -0.1 0.37
H 0.245 -0.602 1.171 0.5 -0.2 0.1 0.25
H 1.640 -1.531 0.938 0.0 0.0 0.3 0.25
H 1.732 -0.036 1.701 0.0 -0.2 0.1 0.27

No. 15
13
Properties=species:S:1:pos:R:3:forces:R:3:mulliken_charge:R:1 method="wB97M-V/def2-TZVPD" max_force_ha_per_bohr=0.0107 e_above_lowest_ev=5.193 total_energy_ha=-340.604061 homo_ev=-8.2728 e_lumo_ev=-0.118 molar_mass_g_mol=98.105 gap_ev=8.155
O -0.814 -0.590 1.390 0.1 -0.3 0.0 -0.44
N 1.405 -0.325 0.807 0.2 -0.3 0.0 -0.81
N 0.021 -1.542 -0.560 -0.1 -0.2 0.1 -0.50
C 0.283 -0.197 -1.238 0.0 0.2 -0.2 -0.64
C 0.612 0.680 0.045 -0.2 0.5 -0.2 -0.01
C -0.642 0.810 0.989 -0.1 0.5 -0.1 -0.59
C 0.313 -1.008 0.692 0.1 -0.2 -0.1 1.11
H -1.588 1.120 0.538 0.2 0.1 0.0 0.26
H -0.955 -1.810 -0.647 0.1 0.1 0.1 0.29
H -0.583 0.101 -1.839 0.1 0.0 0.1 0.29
H 1.170 -0.269 -1.871 -0.1 0.0 0.1 0.29
H -0.384 1.424 1.855 -0.1 -0.1 -0.1 0.29
H 1.161 1.605 -0.161 -0.2 -0.2 0.2 0.45

No. 16
13
Properties=species:S:1:pos:R:3:forces:R:3:mulliken_charge:R:1 method="wB97M-V/def2-TZVPD" max_force_ha_per_bohr=0.0264 e_above_lowest_ev=4.964 total_energy_ha=-340.612483 homo_ev=-7.3741 e_lumo_ev=0.532 molar_mass_g_mol=98.105 gap_ev=7.907
O -2.777 -0.296 0.526 0.4 -0.1 0.0 -0.47
N 0.078 1.088 -1.003 0.4 -0.5 0.7 -0.28
N -0.940 1.134 0.185 -1.3 0.2 0.0 -0.65
C 0.482 -0.038 -0.349 0.0 -0.3 -0.8 0.95
C -1.517 -0.134 0.117 0.1 0.9 0.1 0.46
C 1.822 -0.216 0.267 0.2 0.1 -0.2 -1.14
C -0.593 -1.036 -0.302 0.3 0.0 0.0 -0.89
H -3.153 0.587 0.664 0.1 0.0 0.0 0.38
H 2.313 -1.060 -0.228 -0.1 0.0 0.1 0.32
H 0.709 1.873 -0.841 0.0 -0.1 0.1 0.29
H 2.460 0.661 0.160 -0.1 0.0 0.0 0.36
H -0.595 -2.088 -0.516 0.1 0.0 0.1 0.39
H 1.713 -0.473 1.321 -0.1 0.0 -0.1 0.29

No. 17
13
Properties=species:S:1:pos:R:3:forces:R:3:mulliken_charge:R:1 method="wB97M-V/def2-TZVPD" max_force_ha_per_bohr=0.0063 e_above_lowest_ev=0.960 total_energy_ha=-340.759616 homo_ev=-7.5848 e_lumo_ev=0.955 molar_mass_g_mol=98.105 gap_ev=8.540 smiles=Nc1cc[nH]c1O
O 0.826 -0.717 1.979 0.0 -0.1 -0.1 -0.56
N -0.061 1.236 1.026 0.0 0.0 0.1 0.01
N 0.389 -1.777 -0.840 0.0 -0.1 -0.2 -0.61
C -0.643 0.589 -1.017 0.0 0.1 0.0 -0.52
C 0.273 -0.079 0.921 -0.1 0.1 -0.3 -0.09
C -0.043 -0.516 -0.339 0.1 0.2 0.1 0.62
C -0.619 1.657 -0.166 -0.1 0.1 0.0 -0.67
H -0.268 -2.167 -1.506 -0.1 0.0 0.2 0.28
H -0.937 2.679 -0.304 0.0 -0.1 0.1 0.38
H 0.186 1.813 1.810 -0.1 0.0 0.0 0.21
H 0.714 -1.664 1.811 0.2 0.1 0.0 0.31
H 1.247 -1.625 -1.363 0.0 -0.2 0.1 0.25
H -1.065 0.572 -2.013 0.2 0.1 0.1 0.37

No. 18
13
Properties=species:S:1:pos:R:3:forces:R:3:mulliken_charge:R:1 method="wB97M-V/def2-TZVPD" max_force_ha_per_bohr=0.0211 e_above_lowest_ev=1.617 total_energy_ha=-340.735486 homo_ev=-10.9364 e_lumo_ev=0.545 molar_mass_g_mol=98.105 gap_ev=11.481
O 0.276 0.212 -0.606 0.1 0.1 0.0 -0.33
N 1.836 -1.227 0.297 -0.1 0.4 -0.1 -0.67
N 2.783 2.142 0.351 -0.4 -1.0 -0.3 -0.35
C -0.854 -0.622 -0.288 -0.2 -0.1 0.0 -0.30
C 2.216 1.161 0.124 0.6 0.9 0.2 0.10
C 1.456 -0.075 -0.062 0.1 -0.3 0.1 0.79
C -1.997 0.342 -0.045 -0.1 0.0 0.0 -1.07
H -1.042 -1.298 -1.128 0.1 0.1 0.1 0.27
H -1.688 1.087 0.695 -0.1 -0.1 -0.1 0.30
H -2.256 0.875 -0.965 0.0 -0.1 0.1 0.28
H 2.767 -1.194 0.706 -0.1 0.0 0.0 0.26
H -0.614 -1.225 0.594 0.0 0.1 -0.1 0.36
H -2.884 -0.178 0.327 0.1 0.0 -0.1 0.35

No. 19
13
Properties=species:S:1:pos:R:3:forces:R:3:mulliken_charge:R:1 method="wB97M-V/def2-TZVPD" max_force_ha_per_bohr=0.0265 e_above_lowest_ev=3.075 total_energy_ha=-340.681896 homo_ev=-7.3307 e_lumo_ev=0.655 molar_mass_g_mol=98.105 gap_ev=7.985 smiles=Nc1ccc(O)[nH]1
O -0.793 2.009 -1.044 -0.1 0.4 0.2 -0.49
N 0.952 0.734 -0.153 -0.6 -0.2 -0.5 -0.09
N 1.305 -1.410 -0.619 -0.1 -0.3 0.0 -0.62
C -1.059 0.269 0.720 -0.1 0.1 -0.1 -0.21
C -0.143 -0.671 1.217 0.0 -0.1 -0.1 -0.70
C -0.374 1.020 -0.235 0.1 0.5 0.6 -0.08
C 1.039 -0.509 0.487 -0.1 0.1 0.3 0.30
H -0.361 -1.525 1.850 -0.1 0.1 -0.4 0.39
H 1.600 0.891 -0.914 -0.2 0.1 0.0 0.27
H -1.614 2.362 -0.686 0.0 0.1 -0.1 0.35
H 1.109 -2.371 -0.346 0.2 0.1 0.0 0.26
H -2.125 0.301 0.900 0.1 0.2 0.2 0.37
H 0.463 -1.100 -1.176 0.9 -1.1 -0.1 0.24

No. 20
13
Properties=species:S:1:pos:R:3:forces:R:3:mulliken_charge:R:1 method="wB97M-V/def2-TZVPD" max_force_ha_per_bohr=0.0101 e_above_lowest_ev=2.703 total_energy_ha=-340.695582 homo_ev=-8.9916 e_lumo_ev=0.643 molar_mass_g_mol=98.105 gap_ev=9.635
O 1.138 0.278 -2.454 0.0 -0.1 -0.1 -0.50
N 0.306 -1.057 0.475 0.1 -0.2 -0.1 0.02
N -0.245 0.810 -0.642 0.0 -0.2 0.3 -0.54
C 0.685 -1.451 -0.730 -0.2 0.3 0.3 -0.50
C 0.216 -0.244 -1.544 -0.1 -0.1 0.0 0.35
C -0.667 0.899 1.794 0.0 0.0 0.0 -1.05
C -0.226 0.285 0.510 0.0 0.2 -0.2 0.51
H -1.462 0.307 2.261 0.1 0.1 -0.1 0.32
H 0.168 0.961 2.501 -0.1 0.0 -0.1 0.32
H -1.042 1.904 1.595 0.1 -0.2 0.0 0.28
H 1.411 -0.452 -3.025 0.1 0.1 0.1 0.34
H -0.696 -0.618 -2.054 0.1 0.0 0.0 0.24
H 0.414 -1.620 1.311 0.0 0.1 -0.1 0.19